1.
Entry from the OMol25 dataset: 3 unconnected molecules or ions with the total composition C30H66NO11 in a non-equilibrium geometry (ωB97M-V/def2-TZVPD).

Element x y z (Å)
C -4.93 3.87 -1.30
C -5.54 2.43 -1.62
C -5.02 1.29 -0.71
N -3.96 0.35 -1.22
C -3.04 1.19 -2.09
C -1.66 0.53 -2.45
C -0.90 1.57 -3.36
O 0.43 1.13 -3.49
C 1.28 2.20 -3.93
C -4.65 -0.56 -2.21
C -5.21 -1.86 -1.56
O -4.17 -2.66 -1.00
C -2.98 -1.92 -0.75
O -2.24 -2.65 0.19
C -1.71 -3.84 -0.40
C -0.15 -3.79 -0.56
C 0.26 -3.57 -2.08
O 0.48 -2.84 0.30
C -3.26 -0.46 -0.19
C -3.95 -0.69 1.19
C -2.85 -0.59 2.33
C -3.51 -0.45 3.77
C -2.29 -0.48 4.76
O -2.20 -1.79 5.32
H -4.72 4.34 -2.29
H -3.95 3.80 -0.78
H -5.63 4.49 -0.71
H -6.63 2.54 -1.42
H -5.48 2.24 -2.72
H -4.66 1.75 0.24
H -5.89 0.66 -0.40
H -3.53 1.33 -3.08
H -2.81 2.17 -1.61
H -0.99 0.35 -1.59
H -1.82 -0.36 -3.09
H -0.93 2.54 -2.80
H -1.42 1.73 -4.34
H 2.09 2.43 -3.21
H 1.70 1.91 -4.91
H 0.69 3.14 -4.08
H -3.95 -0.87 -3.02
H -5.49 -0.06 -2.73
H -5.88 -1.57 -0.71
H -5.84 -2.43 -2.27
H -2.38 -1.92 -1.68
H -1.94 -4.67 0.31
H -2.16 -4.11 -1.37
H 0.25 -4.80 -0.29
H -0.59 -3.80 -2.77
H 1.07 -4.26 -2.38
H 0.56 -2.51 -2.20
H 1.40 -2.82 0.01
H -2.25 -0.08 0.07
H -4.37 -1.71 1.31
H -4.74 0.01 1.52
H -2.30 0.36 2.15
H -2.21 -1.49 2.37
H -4.08 0.49 3.87
H -4.13 -1.36 3.91
H -2.49 0.29 5.54
H -1.34 -0.21 4.24
H -1.37 -1.81 5.79
C 7.92 -4.49 -0.56
O 7.29 -3.74 -1.58
C 6.38 -4.50 -2.36
C 5.08 -3.74 -2.60
O 4.25 -3.56 -1.45
C 4.72 -2.70 -0.41
C 4.83 -1.22 -0.77
O 5.88 -0.98 -1.69
C 5.53 -0.09 -2.74
H 8.79 -5.03 -0.96
H 8.26 -3.79 0.21
H 7.23 -5.20 -0.08
H 6.16 -5.46 -1.90
H 6.85 -4.68 -3.33
H 4.47 -4.34 -3.29
H 5.25 -2.79 -3.10
H 5.66 -3.08 0.01
H 3.98 -2.79 0.39
H 5.06 -0.65 0.14
H 3.86 -0.89 -1.16
H 4.50 -0.27 -3.09
H 6.21 -0.28 -3.57
H 5.64 0.94 -2.41
C 0.78 6.00 4.67
O 1.49 4.83 4.33
C 1.17 3.70 5.14
C 0.97 2.45 4.30
O -0.19 2.44 3.47
C -0.23 3.34 2.37
C 0.77 3.07 1.27
O 2.11 3.33 1.67
C 3.00 2.31 1.26
H 1.28 6.52 5.49
H 0.78 6.66 3.80
H -0.26 5.79 4.94
H 0.27 3.89 5.74
H 2.01 3.54 5.82
H 0.82 1.62 5.00
H 1.86 2.20 3.73
H -0.18 4.37 2.72
H -1.23 3.23 1.94
H 0.56 3.73 0.42
H 0.66 2.03 0.94
H 2.56 1.31 1.36
H 3.88 2.35 1.91
H 3.32 2.48 0.23

For the calculated total energy, the calculation gives -2064.5647 Ha. The HOMO energy is -10.698 eV. The total charge is +1.

=====

2.
Entry from the OMol25 dataset: a single C4H4FN3O2 molecule in a non-equilibrium geometry (ωB97M-V/def2-TZVPD).

Element x y z (Å)
C 0.71 1.74 0.00
C 2.00 1.51 0.04
C 0.32 -1.24 0.06
C -2.10 -0.55 -0.01
N -0.44 1.07 0.08
N -0.68 -0.22 0.07
N 1.53 -0.67 -0.03
O 3.17 1.49 0.08
O 2.64 -1.20 0.01
F -0.19 -2.49 0.05
H 0.54 2.90 -0.17
H -2.37 -1.22 -1.02
H -2.36 -1.31 0.79
H -2.78 0.20 0.07

The energy above the lowest of the compared OMol25 structures with the same formula, charge and spin comes out at 6.342 eV. For the calculated total energy, the calculation gives -569.2097 Ha. The HOMO energy (spin up / spin down) is -8.131 / -8.127 eV.

=====

3.
Entry from the OMol25 dataset: a molecular structure, C27H27Cl2N2OTc in a non-equilibrium geometry (ωB97M-V/def2-TZVPD).

Element x y z (Å)
Tc -0.47 0.72 1.07
Cl 3.60 -4.82 3.54
C 2.49 -3.52 3.24
C 1.44 -3.28 4.15
C 0.56 -2.26 3.93
C 0.65 -1.43 2.78
O -0.27 -0.52 2.64
C 1.72 -1.66 1.88
C 2.01 -0.87 0.75
N 1.32 0.14 0.30
C 1.79 0.90 -0.82
C 2.89 0.62 -1.59
C 3.26 1.46 -2.66
C 2.56 2.60 -2.92
C 1.44 2.94 -2.13
C 0.70 4.13 -2.31
C -0.34 4.41 -1.47
C -0.69 3.47 -0.48
N -0.05 2.33 -0.32
C 1.04 2.07 -1.11
C 2.64 -2.73 2.14
H 1.35 -3.91 5.02
H -0.25 -2.07 4.62
H 2.91 -1.15 0.21
H 3.49 -0.26 -1.41
H 4.13 1.20 -3.25
H 2.86 3.27 -3.72
H 0.99 4.82 -3.09
H -0.92 5.32 -1.56
H -1.52 3.65 0.18
H 3.46 -2.90 1.46
C -1.95 0.29 -1.17
C -2.26 -0.24 0.18
C -1.56 -1.52 0.30
C -0.80 -1.68 -0.83
C -1.05 -0.55 -1.75
C -0.49 -0.43 -3.13
C 0.10 -2.82 -1.14
C -1.82 -2.54 1.36
C -3.61 -0.02 0.79
C -2.68 1.42 -1.82
H 0.20 0.41 -3.22
H -1.28 -0.27 -3.87
H 0.05 -1.33 -3.43
H -0.38 -3.53 -1.82
H 0.39 -3.36 -0.24
H 1.01 -2.48 -1.65
H -2.16 -2.07 2.29
H -0.93 -3.13 1.60
H -2.59 -3.24 1.03
H -3.61 -0.19 1.87
H -4.33 -0.73 0.36
H -3.99 0.98 0.60
H -2.98 2.19 -1.11
H -3.60 1.04 -2.28
H -2.09 1.89 -2.61
Cl -2.09 2.00 2.53
C -0.30 2.18 2.47
H 0.09 1.86 3.43
H -0.06 3.20 2.20

The energy above the lowest of the compared OMol25 structures with the same formula, charge and spin comes out at 1.270 eV. For the calculated total energy, the calculation gives -2230.8074 Ha. The HOMO energy (spin up / spin down) is -10.255 / -10.659 eV. The multiplicity is 2. The total charge is +1.

=====

4.
Entry from the OMol25 dataset: 2 unconnected molecules or ions with the total composition C35H37N2 in a non-equilibrium geometry (ωB97M-V/def2-TZVPD).

Element x y z (Å)
C 2.85 -1.02 2.98
C 2.58 0.42 2.91
N 3.56 1.36 2.84
C 4.98 1.05 2.83
C 3.02 2.65 2.76
C 1.61 2.51 2.76
C 0.82 3.63 2.56
C 1.43 4.89 2.45
C 2.83 5.02 2.51
C 3.65 3.88 2.64
C 1.31 1.08 2.86
C 0.07 0.46 2.82
C -1.21 1.12 2.91
C -1.52 2.14 3.86
C -2.75 2.78 3.85
C -3.71 2.44 2.89
C -3.45 1.41 1.98
C -2.23 0.74 2.01
H 1.88 -1.52 3.01
H 3.40 -1.40 2.10
H 3.41 -1.31 3.89
H 5.53 1.99 2.75
H 5.29 0.53 3.74
H 5.25 0.40 1.98
H -0.26 3.51 2.49
H 0.80 5.77 2.33
H 3.27 6.01 2.44
H 4.73 3.94 2.67
H 0.07 -0.63 2.68
H -0.76 2.42 4.59
H -2.96 3.57 4.58
H -4.67 2.96 2.86
H -4.19 1.12 1.23
H -2.02 -0.09 1.33
C -0.13 -5.94 0.07
C -1.00 -6.13 -1.00
C -1.13 -5.15 -2.02
C -2.02 -5.33 -3.11
C -2.13 -4.36 -4.11
C -1.36 -3.18 -4.03
C -0.50 -2.96 -2.98
C 0.30 -1.66 -2.94
C -0.43 -0.56 -2.18
C 0.42 0.70 -1.98
C -0.34 1.95 -2.51
C -0.65 1.70 -4.01
C -1.50 0.45 -4.16
N -1.71 -0.22 -2.82
C -2.47 0.73 -1.94
C -1.70 2.03 -1.75
C -0.35 -3.94 -1.94
C 0.53 -3.79 -0.83
C 0.64 -4.77 0.15
H -0.04 -6.71 0.84
H -1.61 -7.03 -1.08
H -2.60 -6.24 -3.16
H -2.80 -4.51 -4.95
H -1.44 -2.43 -4.81
H 1.26 -1.82 -2.45
H 0.50 -1.31 -3.96
H -0.71 -0.96 -1.18
H 0.65 0.80 -0.91
H 1.37 0.60 -2.53
H 0.24 2.86 -2.37
H -1.19 2.56 -4.44
H 0.29 1.57 -4.57
H -2.48 0.72 -4.56
H -1.03 -0.26 -4.85
H -3.44 0.93 -2.43
H -2.67 0.25 -0.98
H -1.53 2.20 -0.68
H -2.29 2.87 -2.14
H 1.13 -2.88 -0.75
H 1.33 -4.62 0.98

The energy above the lowest of the compared OMol25 structures with the same formula, charge and spin comes out at 0.000 eV. For the calculated total energy, the calculation gives -1465.1924 Ha. The HOMO energy is -9.652 eV. The total charge is +1.